Entry 1:
Computed, not measured: a molecular structure, C28H55O2P3Sn in a non-equilibrium geometry, with ωB97M-V/def2-TZVPD.

```
! wB97M-V def2-TZVPD RIJCOSX def2/J DEFGRID3
* xyz 4 1
Sn -0.070 -0.021 -0.363
C -0.822 2.183 -0.506
O -1.114 3.300 -0.363
C 0.443 -2.379 -0.596
O 0.796 -3.474 -0.442
P -2.023 -0.651 1.178
C -3.628 -1.054 0.379
H -4.305 -1.308 1.217
C -1.595 -2.215 2.116
H -1.347 -2.928 1.310
C -2.421 0.832 2.236
H -2.734 1.606 1.517
C 1.706 2.222 -2.998
P 0.957 0.516 -2.834
H -0.112 0.057 -4.888
H 0.862 2.930 -2.926
C 2.190 -0.708 -3.604
H 2.543 -0.232 -4.539
C -0.325 -2.039 2.955
H 0.036 -3.022 3.285
H -0.471 -1.400 3.840
H 0.472 -1.608 2.348
C -2.741 -2.777 2.960
H -2.955 -2.096 3.800
H -2.393 -3.741 3.366
H -3.655 -2.950 2.372
C -3.541 0.572 3.239
H -4.437 0.141 2.767
H -3.804 1.552 3.666
H -3.190 -0.080 4.058
C -1.190 1.390 2.948
H -1.431 2.356 3.415
H -0.396 1.589 2.219
H -0.830 0.705 3.732
C -4.215 0.164 -0.360
H -4.457 0.984 0.329
H -5.145 -0.152 -0.850
H -3.568 0.565 -1.158
C -3.507 -2.285 -0.543
H -2.820 -2.142 -1.393
H -4.499 -2.479 -0.970
H -3.199 -3.187 -0.001
C 2.423 2.415 -4.339
H 1.786 2.128 -5.191
H 3.359 1.828 -4.370
H 2.674 3.485 -4.425
C 2.639 2.575 -1.834
H 3.584 2.011 -1.854
C -1.568 -0.532 -3.351
H 2.125 2.428 -0.882
H 2.900 3.642 -1.869
C -1.156 1.843 -4.148
H -1.896 -0.196 -2.355
H -2.473 -0.559 -3.977
H -1.206 -1.558 -3.223
C -0.533 0.446 -3.944
H -2.076 1.720 -4.734
H -0.481 2.513 -4.697
H -1.430 2.336 -3.198
C 1.518 -2.055 -3.923
H 1.099 -2.549 -3.029
H 2.288 -2.722 -4.333
H 0.732 -1.955 -4.679
C 3.405 -0.971 -2.695
H 3.097 -1.441 -1.748
H 3.989 -0.062 -2.507
H 4.090 -1.700 -3.153
H -4.744 -0.080 -4.086
H -5.161 -0.258 -3.493
C 2.599 2.545 1.685
P 1.850 0.874 1.417
C 3.157 0.010 0.487
C 2.140 0.202 3.102
C 1.761 0.988 4.205
C 2.125 0.613 5.511
C 2.828 -0.599 5.655
C 3.154 -1.438 4.568
C 2.768 -1.043 3.281
H 2.946 2.969 0.728
H 3.438 2.311 2.361
H 1.926 3.260 2.200
H 4.138 0.211 0.948
H 3.019 -1.078 0.408
H 3.183 0.377 -0.536
H 1.257 1.934 4.014
H 1.859 1.295 6.330
H 3.123 -0.882 6.672
H 3.698 -2.380 4.691
H 2.985 -1.638 2.391
*
```

The HOMO energy (alpha / beta) is -19.815 / -19.815 eV. The HOMO-LUMO gap (alpha / beta) is 4.74 / 3.60 eV. For the total energy, the calculation gives -67678.0183 eV. For the molar mass, the calculation gives 635.4 g mol⁻¹.

---

Entry 2:
Computed, not measured: a molecular structure, C28H56LuP2Si in a non-equilibrium geometry, with ωB97M-V/def2-TZVPD.

```
! wB97M-V def2-TZVPD RIJCOSX def2/J DEFGRID3
* xyz 1 1
Lu 0.109 0.305 0.269
C 2.095 1.729 0.630
C 1.629 2.047 -0.681
C -0.045 2.621 0.815
C 1.083 2.128 1.559
C 0.295 2.569 -0.578
C 3.487 1.321 0.957
H 3.933 0.767 0.121
H 3.530 0.692 1.853
H 4.128 2.200 1.137
C 1.268 2.205 3.027
H 2.181 1.678 3.330
H 0.415 1.770 3.559
H 1.369 3.252 3.360
C -1.290 3.212 1.370
H -1.179 4.297 1.522
H -1.555 2.761 2.334
H -2.133 3.070 0.679
C -0.464 3.188 -1.694
H -0.169 4.239 -1.842
H -1.542 3.173 -1.504
H -0.271 2.657 -2.634
C 2.498 2.122 -1.866
H 3.136 3.016 -1.843
H 1.907 2.155 -2.779
H 3.156 1.253 -1.924
C 1.192 -1.855 -2.407
C 2.264 -1.046 -2.398
C 3.038 -0.701 -3.635
C 2.399 0.299 -4.658
C 0.979 0.738 -4.436
C -0.055 -0.113 -4.459
C 0.103 -1.571 -4.765
C 0.691 -2.501 -3.662
H 3.295 -1.618 -4.197
H 2.482 -0.162 -5.657
H 4.010 -0.277 -3.323
H 1.496 -3.093 -4.135
H 0.693 -2.197 -1.494
H 2.726 -0.716 -1.462
H -0.081 -3.240 -3.387
H -0.893 -1.957 -5.036
H -1.086 0.241 -4.397
H 0.723 -1.690 -5.670
H 3.034 1.199 -4.698
H 0.815 1.824 -4.413
P 1.492 -1.957 1.528
C 2.022 -1.792 3.285
H 2.518 -2.722 3.605
H 1.168 -1.608 3.952
H 2.727 -0.956 3.386
C 0.543 -3.532 1.620
H 1.055 -4.243 2.287
H 0.457 -3.970 0.616
H -0.468 -3.343 2.009
C 3.051 -2.528 0.768
H 2.857 -2.884 -0.249
H 3.491 -3.335 1.368
H 3.759 -1.693 0.713
P -2.388 -0.371 -1.030
C -2.914 0.803 -2.333
H -3.749 0.382 -2.913
H -2.077 1.014 -3.005
H -3.234 1.745 -1.871
C -2.423 -1.960 -1.946
H -1.925 -1.862 -2.919
H -3.461 -2.300 -2.088
H -1.887 -2.719 -1.361
C -3.935 -0.490 -0.054
H -4.804 -0.659 -0.712
H -4.087 0.442 0.509
H -3.863 -1.318 0.664
C -1.726 1.461 4.789
Si -2.325 0.066 3.668
C -2.483 -1.453 4.780
C -4.107 0.479 3.249
C -1.108 -0.359 2.281
H -2.425 1.549 5.636
H -1.697 2.444 4.306
H -0.736 1.256 5.218
H -3.143 -1.245 5.634
H -2.914 -2.302 4.236
H -1.514 -1.771 5.183
H -4.200 1.414 2.684
H -4.602 -0.324 2.686
H -4.666 0.608 4.189
H -0.224 -0.630 2.894
H -1.452 -1.330 1.851
*
```

The HOMO energy is -10.718 eV. The HOMO-LUMO gap is 8.39 eV. For the total energy, the calculation gives -90016.0551 eV. For the molar mass, the calculation gives 657.8 g mol⁻¹.

---

Entry 3:
Computed, not measured: a molecular structure, C28H56O21S4 in a non-equilibrium geometry, with ωB97M-V/def2-TZVPD.

```
! wB97M-V def2-TZVPD RIJCOSX def2/J DEFGRID3
* xyz 0 1
C -1.163 1.082 -5.264
C -2.153 2.102 -4.689
C -2.946 1.280 -3.637
O -2.389 -0.023 -3.630
C -1.678 -0.282 -4.838
H -0.111 1.265 -5.024
H -1.057 1.220 -6.350
H -2.838 2.478 -5.450
H -1.599 2.960 -4.313
H -4.011 1.332 -3.865
H -2.765 1.718 -2.657
H -2.323 -0.779 -5.566
H -0.851 -0.924 -4.531
C 1.843 -0.236 -6.432
C 2.887 0.320 -5.454
C 4.129 -0.511 -5.755
O 3.997 -0.956 -7.086
C 2.611 -1.256 -7.271
H 1.379 0.534 -7.047
H 0.990 -0.705 -5.936
H 2.626 0.430 -4.403
H 3.045 1.352 -5.787
H 4.213 -1.383 -5.086
H 5.053 0.055 -5.636
H 2.469 -2.260 -6.845
H 2.368 -1.277 -8.329
C -3.355 3.106 6.155
C -3.210 2.162 4.954
C -1.719 2.216 4.610
O -1.132 3.294 5.348
C -2.154 4.043 5.982
H -3.226 2.580 7.102
H -4.310 3.622 6.109
H -3.761 2.585 4.107
H -3.579 1.149 5.093
H -1.410 2.204 3.571
H -1.296 1.321 5.094
H -2.407 4.892 5.332
H -1.825 4.449 6.937
C 5.538 -0.932 1.948
C 4.512 -0.431 2.957
C 3.135 -0.936 2.414
O 3.465 -1.595 1.187
C 4.672 -1.032 0.702
H 5.922 -1.924 2.178
H 6.370 -0.233 1.874
H 4.476 0.637 3.163
H 4.692 -0.860 3.948
H 2.525 -0.068 2.156
H 2.654 -1.540 3.178
H 4.560 -0.071 0.180
H 5.035 -1.735 -0.052
C 2.936 -4.277 -2.679
C 2.404 -4.155 -4.094
C 1.297 -3.103 -3.913
O 1.781 -2.208 -2.922
C 2.852 -2.809 -2.191
H 3.970 -4.617 -2.630
H 2.326 -4.936 -2.061
H 1.988 -5.054 -4.545
H 3.156 -3.720 -4.759
H 0.440 -3.642 -3.480
H 0.983 -2.652 -4.851
H 2.596 -2.803 -1.131
H 3.798 -2.306 -2.399
C 0.991 0.174 -1.086
C -0.384 -0.463 -0.969
O -0.697 -0.226 0.423
S -0.217 1.227 0.855
O 0.376 1.192 2.138
O -1.228 2.196 0.662
O 0.902 1.341 -0.276
H 1.207 0.416 -2.122
H 1.741 -0.521 -0.704
H -0.387 -1.525 -1.181
H -1.126 0.072 -1.563
C -6.030 0.512 1.774
C -6.987 0.296 0.600
O -6.164 0.042 -0.537
S -4.704 0.629 -0.369
O -4.634 1.924 -0.958
O -3.716 -0.314 -0.712
O -4.784 0.878 1.212
H -6.006 -0.372 2.413
H -6.362 1.340 2.399
H -7.636 1.146 0.398
H -7.621 -0.571 0.772
C 2.014 3.841 5.021
C 2.520 2.405 4.810
O 3.934 2.521 4.618
S 4.417 3.687 5.583
O 5.605 4.209 5.088
O 4.295 3.257 6.934
O 3.215 4.647 5.235
H 1.470 3.904 5.958
H 1.483 4.291 4.191
H 2.110 1.875 3.955
H 2.300 1.818 5.703
C -2.371 -3.773 2.614
C -2.582 -2.249 2.568
O -3.679 -2.072 1.659
S -4.721 -3.230 1.889
O -5.360 -3.518 0.665
O -5.506 -2.969 3.046
O -3.637 -4.346 2.228
H -2.205 -4.095 3.641
H -1.593 -4.168 1.969
H -1.746 -1.660 2.210
H -2.922 -1.926 3.553
*
```

The HOMO energy is -9.662 eV. The HOMO-LUMO gap is 9.85 eV. For the total energy, the calculation gives -116276.4714 eV. For the molar mass, the calculation gives 857.0 g mol⁻¹.